Record 1
C32H44ClCrN6OSSi4Te as an isolated structure, computed with ωB97M-V/def2-TZVPD.

CARTESIAN COORDINATES (ANGSTROEM)
Cr (2.49371, -0.65544, 1.86378)
N (0.11348, -4.28352, 2.62689)
C (0.67352, -3.06510, 2.29420)
S (2.40805, -2.93614, 2.47954)
N (-0.13813, -2.12655, 1.92453)
N (0.50953, -0.93768, 1.67550)
C (-0.18244, -0.00425, 1.10057)
C (0.49631, 1.29916, 1.01441)
C (-0.15546, 2.47504, 0.65243)
C (0.56274, 3.64992, 0.62004)
C (1.91958, 3.63301, 0.94264)
C (2.49183, 2.43328, 1.30810)
N (1.78904, 1.29875, 1.35881)
H (0.73426, -5.06635, 2.50152)
H (-0.80388, -4.41511, 2.22619)
H (-1.26251, -0.04073, 1.09176)
H (-1.19420, 2.43750, 0.35951)
H (0.07820, 4.57307, 0.32829)
H (2.51825, 4.53169, 0.91091)
H (3.53772, 2.35158, 1.57881)
Cl (7.78362, -0.94673, -3.13498)
C (6.31915, -0.93390, -2.16960)
C (5.11004, -1.28807, -2.75706)
C (3.96463, -1.27558, -1.98407)
C (3.98525, -0.91374, -0.63007)
O (2.85221, -0.91324, 0.03023)
C (5.23008, -0.54694, -0.03815)
C (5.38402, -0.13295, 1.31846)
N (4.40410, -0.07339, 2.23807)
C (4.63466, 0.40541, 3.49273)
C (5.84382, 0.90990, 3.99809)
C (5.92906, 1.35654, 5.31833)
C (4.85900, 1.33201, 6.18162)
C (3.61308, 0.84440, 5.71618)
C (2.45112, 0.76878, 6.50648)
C (1.28018, 0.28148, 5.97732)
C (1.25776, -0.12685, 4.64458)
N (2.33344, -0.06129, 3.87655)
C (3.50413, 0.39741, 4.37827)
C (6.38478, -0.57176, -0.84721)
H (5.07211, -1.56527, -3.80165)
H (3.00352, -1.53799, -2.40784)
H (6.38831, 0.14930, 1.61423)
H (6.72537, 0.95666, 3.37774)
H (6.88208, 1.73430, 5.67029)
H (4.94965, 1.67665, 7.20303)
H (2.49673, 1.09653, 7.53842)
H (0.38068, 0.20954, 6.57272)
H (0.36118, -0.52015, 4.18241)
H (7.33818, -0.29661, -0.41301)
C (-3.50069, -2.11394, 0.61114)
Si (-4.02147, -0.57884, -0.32937)
C (-5.80954, -0.82048, -0.89104)
C (-4.00350, 0.90882, 0.83777)
Si (-2.65190, -0.15665, -2.17028)
Te (-0.24373, -0.38108, -1.62123)
Si (-3.19164, 1.91543, -3.08707)
C (-5.05968, 2.18906, -3.17358)
C (-2.45388, 3.34051, -2.10182)
C (-2.49729, 2.01532, -4.83553)
Si (-3.13989, -1.76494, -3.78619)
C (-1.80699, -1.82156, -5.10672)
C (-3.25856, -3.46551, -2.98536)
C (-4.78794, -1.39161, -4.63467)
H (-4.10411, -2.21766, 1.51877)
H (-2.44887, -2.09898, 0.90104)
H (-3.66593, -2.99935, -0.00450)
H (-6.47458, -0.93494, -0.03056)
H (-5.89465, -1.72383, -1.50107)
H (-6.16871, 0.01811, -1.48893)
H (-4.66595, 0.73833, 1.69133)
H (-4.34135, 1.81234, 0.32463)
H (-3.00458, 1.10295, 1.23226)
H (-5.48909, 2.23783, -2.17082)
H (-5.55626, 1.37638, -3.70651)
H (-5.29763, 3.12578, -3.68436)
H (-2.84795, 3.36727, -1.08397)
H (-2.68513, 4.29803, -2.57661)
H (-1.37027, 3.22711, -2.04645)
H (-2.99814, 1.31008, -5.50121)
H (-1.43238, 1.77480, -4.83002)
H (-2.62121, 3.01887, -5.25125)
H (-0.83301, -2.00884, -4.65394)
H (-1.74508, -0.87487, -5.64463)
H (-2.01726, -2.61460, -5.82984)
H (-2.37354, -3.65577, -2.37559)
H (-3.33090, -4.25123, -3.74157)
H (-4.13693, -3.53596, -2.34039)
H (-4.73343, -0.44611, -5.17854)
H (-5.60211, -1.31257, -3.91072)
H (-5.04583, -2.17430, -5.35315)

## Properties
Kohn-Sham gap (spin up / spin down)	4.98 / 5.96	eV
HOMO (spin up / spin down)	-2.82 / -3.98	eV
multiplicity	5
calculated total energy	-4978.710839	hartree
charge	-1
relative energy (zero: lowest compared OMol25 entry of this formula, charge and spin)	0.00	kJ/mol
<S²>	6.102
LUMO energy (spin up / spin down)	2.16 / 1.98	eV

The computed Mulliken charges, all in e, follow: -0.46 -0.53 0.37 -0.52 -1.40 1.55 -1.35 1.09 -0.88 -0.18 -1.07 -0.29 0.57 0.26 0.24 0.18 0.32 0.48 0.42 0.46 -0.28 0.27 -0.80 -0.74 0.33 0.16 0.93 -0.35 0.72 0.35 -1.38 -0.73 -1.06 0.85 -0.64 -1.05 -0.27 0.87 0.65 -1.38 0.43 0.44 -0.03 0.29 0.37 0.37 0.40 0.40 0.43 0.42 -0.69 0.31 -1.07 -1.08 0.62 -0.45 0.24 -1.06 -1.00 -1.13 0.26 -1.03 -1.12 -1.01 0.38 -0.05 0.29 0.40 0.22 0.25 0.46 0.26 0.18 0.26 0.29 0.40 0.27 0.46 0.14 0.25 0.31 0.39 0.27 0.27 0.35 0.30 0.41 0.26 0.23 0.28 0.40


Record 2
C32H44HfN5OSiTe as an isolated structure at a distorted geometry, computed with ωB97M-V/def2-TZVPD.

CARTESIAN COORDINATES (ANGSTROEM)
Hf (0.07936, -1.59389, -2.27485)
C (3.52256, -1.09369, -4.10995)
C (3.44716, -1.36419, -2.64415)
C (4.56296, -1.35369, -1.82575)
C (4.42156, -1.65839, -0.47545)
C (3.18936, -2.00249, 0.03895)
C (2.08536, -1.99309, -0.81685)
N (2.23366, -1.66619, -2.13935)
N (0.79286, -2.31209, -0.51215)
Si (0.42926, -3.83879, 0.27495)
C (-1.00624, -4.44689, -0.87515)
C (1.83126, -5.10289, 0.06525)
C (-0.09234, -3.53149, 2.07905)
H (4.07416, -1.90069, -4.59345)
H (4.06296, -0.17029, -4.31175)
H (2.51816, -1.03149, -4.53775)
H (5.53586, -1.15009, -2.23955)
H (5.28786, -1.63129, 0.16575)
H (3.06206, -2.27839, 1.07085)
H (-0.96134, -3.97979, -1.87935)
H (-2.00054, -4.29769, -0.46345)
H (-0.91494, -5.51699, -1.02915)
H (2.18946, -5.12539, -0.96225)
H (1.48606, -6.10119, 0.31345)
H (2.68296, -4.89149, 0.70085)
H (-1.12394, -3.20939, 2.17765)
H (0.53696, -2.77429, 2.53735)
H (0.01036, -4.44049, 2.66075)
C (0.16266, 1.81241, -4.09525)
C (0.07836, 0.53751, -3.33025)
O (0.06026, -0.60229, -3.99975)
N (0.01526, 0.41331, -2.04465)
Te (-0.60324, 2.25201, -0.61855)
C (-1.97474, 2.86051, 0.97975)
C (-1.52004, 3.68841, 2.00505)
C (-0.11224, 4.18661, 2.06685)
C (-2.42714, 4.07901, 2.98305)
C (-3.75234, 3.67151, 2.96515)
C (-4.69364, 4.07971, 4.04875)
C (-4.18604, 2.87451, 1.90855)
C (-3.31384, 2.46441, 0.91575)
C (-3.80824, 1.61401, -0.21965)
C (0.87036, 1.38551, 0.66265)
C (0.51496, 0.52221, 1.69915)
C (-0.87134, -0.03439, 1.80615)
C (1.49486, 0.11951, 2.59605)
C (2.81526, 0.53311, 2.47375)
C (3.85566, 0.13551, 3.47275)
C (3.15846, 1.31121, 1.37195)
C (2.20776, 1.74111, 0.46185)
C (2.59866, 2.54271, -0.73835)
H (0.48716, 1.59451, -5.10995)
H (0.85556, 2.50401, -3.62135)
H (-0.81324, 2.29841, -4.12875)
H (0.28886, 4.29681, 1.05835)
H (0.51866, 3.49261, 2.62055)
H (-0.07034, 5.15071, 2.56635)
H (-2.08504, 4.72831, 3.77755)
H (-4.18644, 4.69341, 4.78845)
H (-5.10534, 3.20071, 4.54395)
H (-5.52664, 4.64491, 3.63215)
H (-5.22244, 2.57611, 1.86585)
H (-4.85774, 1.37031, -0.08135)
H (-3.22974, 0.68771, -0.28855)
H (-3.70894, 2.15651, -1.16205)
H (-1.60384, 0.74211, 2.01785)
H (-0.92454, -0.76639, 2.60655)
H (-1.10754, -0.51659, 0.84645)
H (1.22076, -0.52749, 3.41765)
H (3.42286, -0.43019, 4.29605)
H (4.34566, 1.02051, 3.88105)
H (4.62526, -0.47169, 2.99305)
H (4.18836, 1.60531, 1.24145)
H (3.65876, 2.77781, -0.73835)
H (2.03856, 3.48101, -0.77885)
H (2.37326, 1.95751, -1.63375)
N (-3.13464, -1.89899, -1.40575)
C (-4.35384, -1.62559, -1.88945)
C (-4.19924, -1.26899, -3.21435)
C (-2.83134, -1.36059, -3.45905)
N (-2.18074, -1.74679, -2.35175)
H (-2.89434, -2.23619, -0.48045)
H (-5.23774, -1.69709, -1.28655)
H (-4.96294, -0.98989, -3.90975)
H (-2.29934, -1.17439, -4.37845)

## Properties
Kohn-Sham gap (spin up / spin down)	7.57 / 6.41	eV
HOMO (spin up / spin down)	-13.18 / -13.44	eV
multiplicity	2
calculated total energy	-2199.941942	hartree
charge	+2
relative energy (zero: lowest compared OMol25 entry of this formula, charge and spin)	34.65	kJ/mol
<S²>	0.754
LUMO energy (spin up / spin down)	-5.60 / -7.03	eV

The computed Mulliken charges, all in e, follow: 0.03 -1.50 0.77 -0.84 -0.59 -0.73 0.26 -0.22 0.97 -0.08 -1.16 -1.13 -0.90 0.37 0.40 0.22 0.53 0.55 0.82 0.34 0.25 0.51 0.37 0.49 0.36 0.34 0.14 0.54 -1.47 0.61 -0.66 0.50 0.99 -0.67 1.32 -1.66 -1.05 0.60 -1.53 -1.08 1.62 -1.47 1.65 0.15 -1.33 -0.67 0.12 -1.68 -0.72 0.59 -1.84 0.43 0.30 0.35 0.22 0.25 0.59 0.42 0.37 0.34 0.37 0.44 0.46 -0.01 0.37 0.11 0.49 -0.17 0.53 0.41 0.40 0.32 0.49 0.51 0.34 0.09 0.02 -0.25 -0.88 -0.40 -0.03 0.07 0.51 0.48 0.64


Among the records above, which one has the highest calculated total energy? C32H44HfN5OSiTe


What is the formula in the first record? C32H44ClCrN6OSSi4Te


Among the records above, which one has the highest calculated total energy? C32H44HfN5OSiTe